Molecular formula: C4H5NO2
Method: DFT, wB97M-V/def2-TZVPD

Each line ends with the Mulliken charge.
CARTESIAN COORDINATES (ANGSTROEM)
C: 0.494889 1.118762 -0.688115  -1.263
C: 0.000022 -0.116200 0.037809  1.151
C: 0.485574 -1.452370 -0.460654  -0.215
O: -0.084207 -2.489822 -0.235082  -0.464
C: -0.433612 -0.059791 1.487490  0.128
O: -0.174550 0.015759 2.651991  -0.537
N: -1.379107 -0.175196 0.568062  -0.395
H: -0.107549 1.296258 -1.588413  0.286
H: 0.454183 2.015164 -0.060929  0.346
H: 1.534601 0.980898 -1.006460  0.388
H: 1.449734 -1.416248 -1.012503  0.315
H: -2.239980 0.282786 0.306804  0.259

Forces on the atoms, in the same order (eV/Å):
C 0.008 -0.003 0.028
C 0.137 -0.005 -0.169
C -0.128 -0.293 0.143
O 0.308 0.442 -0.272
C -0.082 -0.017 0.352
O -0.051 0.149 -0.507
N -0.065 -0.068 0.148
H 0.111 -0.037 0.140
H -0.041 -0.191 -0.073
H -0.172 0.013 0.086
H -0.118 -0.081 0.052
H 0.092 0.090 0.071

Calculated values
SMILES: C[C@]1(C=O)NC1=O
Energy above the lowest of the compared OMol25 structures with the same formula, charge and spin, eV: 2.1316
Highest occupied orbital energy, eV: -9.74
HOMO-LUMO gap, eV: 10.21
M, g/mol: 99.09
DFT total energy, Eh: -360.5911

=====

Molecular formula: C4H5NO2
Method: DFT, wB97M-V/def2-TZVPD

Each line ends with the Mulliken charge.
CARTESIAN COORDINATES (ANGSTROEM)
O: -0.535198 2.724643 0.056177  -0.465
C: -0.522025 1.517130 -0.031528  -0.024
C: 0.499110 0.596688 0.646907  0.039
C: -0.071571 -0.705310 1.139154  -0.399
N: 0.791734 -0.652835 -0.016649  -0.198
C: 0.220448 -0.995951 -1.392339  0.017
O: -0.480637 -1.950196 -1.588012  -0.441
H: -1.155365 0.841270 -0.762021  0.252
H: 1.301250 1.126739 1.144786  0.353
H: -1.131006 -0.889280 0.952896  0.262
H: 0.336729 -1.160427 2.035514  0.229
H: 0.746531 -0.452472 -2.184883  0.374

Forces on the atoms, in the same order (eV/Å):
O -0.400 -1.722 -0.146
C 0.796 -0.526 -0.695
C -0.953 1.047 -0.250
C 0.032 -0.004 -0.199
N -1.231 -0.690 -2.258
C 1.203 -0.771 2.184
O 0.240 0.970 0.354
H 0.208 1.445 0.974
H 0.077 -0.210 0.102
H 0.185 0.043 0.048
H -0.002 0.063 -0.137
H -0.155 0.355 0.021

Calculated values
SMILES: O=C[C@H]1CN1C=O
Energy above the lowest of the compared OMol25 structures with the same formula, charge and spin, eV: 2.3163
Highest occupied orbital energy, eV: -10.15
HOMO-LUMO gap, eV: 10.77
M, g/mol: 99.09
DFT total energy, Eh: -360.5843

=====

Molecular formula: C4H5NO2
Method: DFT, wB97M-V/def2-TZVPD

Each line ends with the Mulliken charge.
CARTESIAN COORDINATES (ANGSTROEM)
N: 0.391007 0.455355 1.582055  -0.567
C: -0.079556 0.016730 0.324146  0.330
C: 0.590885 -1.124048 -0.454054  -0.626
C: 0.528095 0.204156 -1.073266  -0.099
O: -0.764624 0.421600 -1.659127  -0.350
C: -1.345692 0.435509 -0.403240  0.488
O: -2.443754 0.822292 -0.141307  -0.553
H: 0.132696 -0.141696 2.362343  0.244
H: 0.089940 1.405063 1.768387  0.263
H: 1.570503 -1.396414 -0.066072  0.269
H: -0.004085 -1.946152 -0.837358  0.245
H: 1.334585 0.847606 -1.402506  0.356

Forces on the atoms, in the same order (eV/Å):
N -0.086 0.063 -0.032
C 0.290 0.214 -0.291
C -0.077 -0.178 0.098
C 0.306 0.183 0.211
O -0.207 -0.035 -0.102
C -0.663 0.126 0.104
O 0.729 -0.360 0.048
H -0.049 0.075 -0.301
H 0.062 -0.116 0.104
H -0.241 0.071 0.106
H 0.029 0.115 -0.058
H -0.094 -0.158 0.113

Calculated values
Energy above the lowest of the compared OMol25 structures with the same formula, charge and spin, eV: 1.8881
Highest occupied orbital energy, eV: -9.62
HOMO-LUMO gap, eV: 10.54
M, g/mol: 99.09
DFT total energy, Eh: -360.6000

=====

Molecular formula: C4H5NO2
Method: DFT, wB97M-V/def2-TZVPD

Each line ends with the Mulliken charge.
CARTESIAN COORDINATES (ANGSTROEM)
N: -1.338362 -0.941771 -0.461125  -0.584
C: -0.096280 -0.314412 -0.183512  0.369
C: 0.747186 -0.384213 1.151828  -0.593
C: 0.163341 0.887329 0.741922  -0.105
O: 0.965591 1.548868 -0.247961  -0.350
C: 0.591489 0.597496 -1.177125  0.414
O: 0.635654 0.711765 -2.364582  -0.549
H: -1.287341 -1.863737 -0.875647  0.247
H: -1.893369 -0.363096 -1.087384  0.274
H: 0.273169 -0.810050 2.040782  0.276
H: 1.821865 -0.551922 1.113344  0.252
H: -0.554137 1.476596 1.299911  0.349

Forces on the atoms, in the same order (eV/Å):
N -0.074 0.035 0.173
C -0.139 0.433 0.607
C -0.112 -0.268 -0.335
C -0.298 0.040 0.100
O 0.229 0.233 -0.049
C 0.103 0.019 -0.571
O 0.072 -0.313 0.728
H 0.336 0.039 0.143
H 0.109 -0.093 0.188
H -0.136 -0.209 -0.634
H -0.201 0.126 -0.188
H 0.109 -0.042 -0.161

Calculated values
Energy above the lowest of the compared OMol25 structures with the same formula, charge and spin, eV: 2.0734
Highest occupied orbital energy, eV: -9.69
HOMO-LUMO gap, eV: 10.63
M, g/mol: 99.09
DFT total energy, Eh: -360.5932

=====

Molecular formula: C4H5NO2
Method: DFT, wB97M-V/def2-TZVPD

Each line ends with the Mulliken charge.
CARTESIAN COORDINATES (ANGSTROEM)
C: -0.994580 1.913667 0.230121  -0.691
O: -0.655151 0.913570 -0.718895  -0.359
C: 0.128491 -0.056732 -0.263777  0.875
N: 0.835103 0.177774 0.799846  -0.340
O: 1.428890 -1.340104 1.100846  -0.337
C: 1.048654 -2.026298 0.048158  -0.207
C: 0.265049 -1.348387 -0.816654  -0.601
H: -1.345650 1.467336 1.161112  0.338
H: -0.127720 2.517236 0.476642  0.299
H: -1.755171 2.483745 -0.290453  0.227
H: 1.375375 -3.052222 -0.006894  0.424
H: -0.203289 -1.649585 -1.720053  0.374

Forces on the atoms, in the same order (eV/Å):
C 0.015 0.297 -0.012
O -0.097 -0.632 -0.660
C 0.672 0.391 0.815
N 0.948 -3.118 1.432
O -0.801 3.238 -0.947
C -0.329 0.077 -0.196
C -0.104 -0.166 -0.179
H -0.201 -0.040 -0.130
H 0.087 0.246 -0.083
H -0.091 0.256 0.318
H 0.064 -0.121 0.075
H -0.164 -0.428 -0.432

Calculated values
SMILES: COc1ccon1
Energy above the lowest of the compared OMol25 structures with the same formula, charge and spin, eV: 2.9301
Highest occupied orbital energy, eV: -9.62
HOMO-LUMO gap, eV: 10.56
M, g/mol: 99.09
DFT total energy, Eh: -360.5617

=====

Molecular formula: C4H5NO2
Method: DFT, wB97M-V/def2-TZVPD

Each line ends with the Mulliken charge.
CARTESIAN COORDINATES (ANGSTROEM)
O: -1.920919 -0.169418 1.987446  -0.372
C: -1.141734 0.006258 1.113722  0.436
C: 0.763341 0.139893 0.859661  -0.604
C: 1.014461 -0.336712 -0.562714  -0.258
N: 0.273397 0.660969 -1.316415  -0.514
C: -0.987996 0.558852 -1.223685  0.077
O: -1.645259 -0.308167 -0.422583  -0.400
H: 1.247331 1.130283 0.986618  0.300
H: 0.934926 -0.527835 1.685945  0.334
H: 0.637777 -1.359452 -0.695975  0.282
H: 2.064346 -0.329483 -0.919091  0.313
H: -1.588408 1.297436 -1.758940  0.406

Forces on the atoms, in the same order (eV/Å):
O 2.151 0.610 -1.879
C 0.827 -0.843 -1.542
C -1.931 -0.126 0.685
C -0.388 0.078 0.340
N -0.414 -0.534 -0.982
C 0.440 0.518 -0.035
O 0.491 0.893 2.170
H -1.047 -0.454 0.309
H 0.599 -0.233 0.174
H -0.086 0.219 -0.083
H -0.431 0.165 0.757
H -0.210 -0.294 0.086

Calculated values
Energy above the lowest of the compared OMol25 structures with the same formula, charge and spin, eV: 2.8086
Highest occupied orbital energy, eV: -10.23
HOMO-LUMO gap, eV: 10.66
M, g/mol: 99.09
DFT total energy, Eh: -360.5662

=====

Molecular formula: C4H5NO2
Method: DFT, wB97M-V/def2-TZVPD

Each line ends with the Mulliken charge.
CARTESIAN COORDINATES (ANGSTROEM)
C: -1.491843 -0.621195 0.081309  -0.438
C: -0.023403 0.665812 0.221373  0.063
C: 1.443131 0.998160 -0.152346  -0.363
C: 0.014422 -0.695608 -0.366703  0.117
H: -2.329400 -1.199657 -0.429899  0.283
H: -1.596572 -0.747542 1.153613  0.272
H: -0.039300 0.698116 1.294014  0.350
H: 2.033356 1.957198 -0.208368  0.340
H: -0.014855 -0.587328 -1.466770  0.312
N: 2.111868 -0.079711 -0.010288  -0.242
O: -1.375048 0.814012 -0.203082  -0.433
O: 1.267641 -1.202259 0.087142  -0.261

Forces on the atoms, in the same order (eV/Å):
C -0.667 -1.130 -0.488
C 1.988 0.376 -1.343
C -0.071 1.695 0.440
C -0.560 0.261 0.725
H 1.212 1.094 0.201
H -0.044 -0.146 0.262
H 0.116 -0.159 0.867
H -0.875 -1.182 0.067
H 0.302 -0.199 0.378
N 0.237 0.139 -0.475
O -0.954 -0.034 -0.470
O -0.683 -0.714 -0.165

Calculated values
Energy above the lowest of the compared OMol25 structures with the same formula, charge and spin, eV: 5.5946
Highest occupied orbital energy, eV: -9.99
HOMO-LUMO gap, eV: 10.96
M, g/mol: 99.09
DFT total energy, Eh: -360.4638

=====

Molecular formula: C4H5NO2
Method: DFT, wB97M-V/def2-TZVPD

Each line ends with the Mulliken charge.
CARTESIAN COORDINATES (ANGSTROEM)
N: 0.545432 1.428285 0.941355  -0.562
C: -0.231874 0.441865 0.386678  0.027
C: -1.353414 0.171383 -0.559179  -0.436
C: -0.850349 -0.685258 0.565648  -0.356
O: 0.673762 -2.004144 -1.008731  -0.400
C: 1.357637 -1.077659 -0.829474  0.849
O: 2.170190 -0.242643 -0.741203  -0.432
H: 1.222640 1.843429 0.314735  0.294
H: 1.009886 1.091534 1.774897  0.262
H: -2.290157 0.701288 -0.384465  0.227
H: -1.193335 -0.103365 -1.609120  0.138
H: -1.060419 -1.564716 1.148854  0.389

Forces on the atoms, in the same order (eV/Å):
N 0.173 0.024 0.106
C -0.786 -0.031 0.639
C -0.261 0.218 -0.192
C 0.007 0.451 0.452
O 0.762 0.280 -0.306
C 0.754 -0.916 -0.634
O -0.593 -0.399 0.003
H -0.200 0.030 -0.048
H 0.061 0.108 -0.025
H -0.086 0.037 -0.232
H 0.160 0.081 0.255
H 0.009 0.118 -0.018

Calculated values
SMILES: NC1=CC1.O=C=O
Energy above the lowest of the compared OMol25 structures with the same formula, charge and spin, eV: 2.3483
Highest occupied orbital energy, eV: -8.48
HOMO-LUMO gap, eV: 9.16
M, g/mol: 99.09
DFT total energy, Eh: -360.5831

=====

Molecular formula: C4H5NO2
Method: DFT, wB97M-V/def2-TZVPD

Each line ends with the Mulliken charge.
CARTESIAN COORDINATES (ANGSTROEM)
O: 0.998532 2.179365 0.829230  -0.566
C: 0.550448 1.177470 0.327903  0.276
N: 1.231476 0.270334 -0.465376  -0.173
C: 0.398970 -0.884907 -0.698960  -0.531
C: -0.932510 -0.482689 -0.537960  -0.369
O: -0.882428 -0.456218 1.420163  -0.604
C: -0.866212 0.594187 0.476600  0.101
H: 2.232943 0.186586 -0.377031  0.257
H: 0.014238 -1.188448 0.565184  0.434
H: 0.746604 -1.679173 -1.346369  0.418
H: -1.824879 -1.042237 -0.785405  0.350
H: -1.667180 1.325733 0.592024  0.407

Forces on the atoms, in the same order (eV/Å):
O -0.145 -0.238 -0.143
C 0.084 0.064 0.077
N 0.101 0.035 0.131
C -0.057 0.090 -0.525
C 0.182 -0.212 -0.162
O 0.233 -0.178 0.253
C -0.130 0.201 -0.158
H -0.100 0.031 0.024
H -0.358 0.105 0.283
H -0.048 0.082 0.152
H 0.108 0.115 0.067
H 0.129 -0.094 0.001

Calculated values
Energy above the lowest of the compared OMol25 structures with the same formula, charge and spin, eV: 4.1638
Highest occupied orbital energy, eV: -8.69
HOMO-LUMO gap, eV: 8.57
M, g/mol: 99.09
DFT total energy, Eh: -360.5164

=====

Molecular formula: C4H5NO2
Method: DFT, wB97M-V/def2-TZVPD

Each line ends with the Mulliken charge.
CARTESIAN COORDINATES (ANGSTROEM)
O: -1.247227 -1.618276 1.747099  -0.457
C: -1.560810 -0.797935 0.920116  -0.291
C: -0.559447 -0.187050 -0.006535  0.952
O: -1.039165 0.330473 -1.202881  -0.369
N: -0.432127 1.247106 -0.243900  -0.411
C: 1.034033 1.005492 -0.535804  -0.355
C: 0.926229 -0.464430 -0.083945  -0.460
H: -2.602095 -0.453199 0.771720  0.337
H: 1.660853 1.649302 0.084079  0.287
H: 1.234901 1.177002 -1.594081  0.263
H: 1.237583 -1.257427 -0.765963  0.267
H: 1.347271 -0.631058 0.910096  0.238

Forces on the atoms, in the same order (eV/Å):
O -0.161 0.368 -0.358
C 0.100 -0.234 0.272
C -0.002 -0.270 0.163
O -0.100 -0.182 -0.209
N 0.035 0.251 0.103
C 0.194 0.147 -0.059
C 0.068 -0.104 -0.032
H 0.096 -0.002 0.075
H -0.145 -0.101 -0.041
H 0.019 0.004 0.158
H -0.050 0.114 0.088
H -0.053 0.010 -0.161

Calculated values
SMILES: O=C[C@]12CCN1O2
Energy above the lowest of the compared OMol25 structures with the same formula, charge and spin, eV: 3.8729
Highest occupied orbital energy, eV: -10.47
HOMO-LUMO gap, eV: 10.85
M, g/mol: 99.09
DFT total energy, Eh: -360.5271

=====

What is the energy above the lowest of the compared OMol25 structures with the same formula, charge and spin in the ninth record? 4.1638 eV

=====

Which of these has the lowest energy above the lowest of the compared OMol25 structures with the same formula, charge and spin? number 3

=====

Which formula does entry 10 have? C4H5NO2